No. 1
This record from the Open Molecules 2025 dataset describes a cluster of 14 separate species, C42H111N6O19 in total at a distorted geometry. The level of theory is the ωB97M-V functional and the def2-TZVPD basis.

Each line ends with the Mulliken charge.
CARTESIAN COORDINATES (ANGSTROEM)
C 0.394 1.827 -2.855  -1.087
C 1.525 0.927 -2.347  -0.590
N 1.050 0.027 -1.372  0.296
C 0.486 -1.216 -1.622  -0.531
C 0.131 -1.791 -0.430  -0.674
N 0.411 -0.840 0.579  0.310
C 0.990 0.276 -0.011  -0.434
C 0.107 -1.003 1.990  -0.862
H -0.278 1.393 -3.596  0.347
H 0.830 2.695 -3.349  0.380
H -0.325 2.151 -2.104  0.356
H 2.257 1.493 -1.771  0.321
H 2.074 0.393 -3.123  0.399
H 0.330 -1.469 -2.661  0.659
H -0.392 -2.717 -0.246  0.555
H 1.334 1.158 0.509  0.520
H -0.686 -1.745 2.082  0.315
H -0.177 -0.094 2.521  0.342
H 0.961 -1.479 2.471  0.364
C -5.001 5.630 -4.312  -1.071
C -4.109 6.707 -3.759  -0.170
O -4.684 7.530 -2.759  -0.340
C -4.749 7.237 -1.516  0.797
O -4.388 6.200 -1.005  -0.595
O -5.363 8.295 -0.925  -0.309
C -5.708 8.189 0.425  -0.699
H -5.893 6.036 -4.788  0.306
H -5.433 5.120 -3.451  0.286
H -4.529 4.962 -5.033  0.342
H -3.804 7.366 -4.572  0.264
H -3.186 6.279 -3.368  0.327
H -5.703 9.155 0.931  0.276
H -5.142 7.552 1.104  0.295
H -6.775 7.976 0.491  0.291
C -7.287 -1.527 7.160  -0.777
O -6.754 -0.216 7.195  -0.300
C -6.142 0.292 5.961  -0.616
C -5.806 1.754 6.107  -0.583
N -7.006 2.455 6.534  -0.414
C -6.696 3.873 6.828  -0.638
C -7.798 4.475 7.794  -0.674
O -7.472 3.776 9.037  -0.253
C -8.032 4.348 10.173  -0.849
H -6.545 -2.279 6.890  0.294
H -8.153 -1.569 6.499  0.320
H -7.616 -1.844 8.149  0.245
H -6.724 0.072 5.066  0.374
H -5.194 -0.149 5.650  0.397
H -5.509 2.222 5.169  0.332
H -4.960 1.776 6.794  0.321
H -7.336 1.999 7.372  0.345
H -6.582 4.377 5.868  0.424
H -5.802 3.968 7.444  0.343
H -8.773 4.240 7.366  0.317
H -7.758 5.561 7.874  0.478
H -7.831 5.396 10.396  0.312
H -7.654 3.841 11.061  0.276
H -9.118 4.328 10.272  0.326
C 4.310 -6.408 0.039  -0.760
O 4.983 -6.080 -1.176  -0.211
C 5.744 -7.053 -1.827  -0.639
C 6.343 -6.380 -3.127  -0.615
N 5.161 -6.005 -3.942  -0.377
C 5.568 -5.147 -5.065  -0.778
C 4.463 -4.915 -6.082  -0.705
O 3.470 -4.015 -5.593  -0.205
C 2.528 -3.581 -6.581  -0.681
H 3.749 -5.526 0.347  0.198
H 4.941 -6.795 0.839  0.300
H 3.637 -7.247 -0.139  0.323
H 5.156 -7.944 -2.046  0.379
H 6.579 -7.426 -1.236  0.421
H 6.982 -6.981 -3.774  0.412
H 6.897 -5.484 -2.847  0.301
H 4.517 -5.430 -3.418  0.247
H 6.441 -5.516 -5.603  0.479
H 5.925 -4.199 -4.663  0.390
H 3.987 -5.861 -6.340  0.333
H 4.892 -4.563 -7.020  0.425
H 3.014 -3.307 -7.518  0.319
H 2.025 -2.752 -6.085  0.158
H 1.890 -4.414 -6.876  0.286
C 5.809 -1.238 1.701  -0.628
O 6.760 -0.335 2.301  -0.350
C 7.748 -1.127 2.993  -0.696
C 7.251 -2.121 4.065  -0.603
N 6.608 -1.308 5.078  -0.292
C 5.833 -2.171 5.942  -0.614
C 4.987 -1.459 6.999  -0.704
O 3.932 -0.681 6.448  -0.172
C 3.002 -0.254 7.393  -0.888
H 5.140 -1.728 2.409  0.212
H 6.285 -2.001 1.085  0.374
H 5.191 -0.639 1.032  0.163
H 8.624 -0.580 3.343  0.383
H 8.231 -1.755 2.245  0.439
H 8.087 -2.579 4.592  0.400
H 6.508 -2.832 3.702  0.345
H 5.995 -0.635 4.640  0.237
H 6.531 -2.783 6.514  0.325
H 5.120 -2.829 5.445  0.374
H 5.636 -0.769 7.537  0.353
H 4.544 -2.255 7.598  0.418
H 2.736 -0.990 8.151  0.373
H 2.108 0.092 6.873  0.230
H 3.493 0.598 7.863  0.333
C -0.858 -5.726 -2.792  -0.835
O -2.153 -5.230 -3.132  -0.162
C -2.358 -5.241 -4.522  -0.611
C -3.816 -4.817 -4.818  -0.693
N -3.996 -3.415 -4.369  -0.341
C -5.331 -2.847 -4.459  -0.671
C -5.434 -1.611 -3.566  -0.586
O -4.718 -1.854 -2.358  -0.293
C -4.207 -0.633 -1.723  -0.713
H -0.024 -5.080 -3.068  0.283
H -0.694 -6.753 -3.119  0.331
H -0.791 -5.689 -1.705  0.251
H -2.170 -6.288 -4.763  0.471
H -1.594 -4.648 -5.025  0.335
H -4.510 -5.477 -4.298  0.357
H -3.988 -4.841 -5.894  0.354
H -3.699 -3.226 -3.422  0.320
H -6.098 -3.542 -4.117  0.315
H -5.530 -2.606 -5.503  0.324
H -6.414 -1.318 -3.190  0.367
H -5.066 -0.727 -4.087  0.394
H -3.447 -0.243 -2.400  0.296
H -3.657 -0.936 -0.832  0.180
H -4.984 0.083 -1.455  0.345
C 0.119 6.084 -8.445  -0.474
O 1.000 7.043 -7.901  -0.491
H -0.941 6.287 -8.294  0.220
H 0.462 5.919 -9.466  0.224
H 0.364 5.217 -7.831  0.203
H 1.643 6.550 -7.386  0.314
C 4.754 3.375 5.246  -0.608
O 3.859 2.358 4.592  -0.473
H 5.273 2.888 6.072  0.256
H 5.511 3.793 4.582  0.262
H 4.121 4.158 5.663  0.279
H 3.509 1.758 5.255  0.271
C 4.439 1.733 -8.917  -0.420
O 3.826 1.582 -10.119  -0.500
H 3.724 2.192 -8.235  0.158
H 4.786 0.750 -8.596  0.183
H 5.273 2.426 -9.024  0.261
H 4.255 2.138 -10.773  0.319
C -0.976 4.918 3.292  -0.427
O -1.525 3.963 2.362  -0.484
H -0.739 5.865 2.806  0.244
H -1.734 5.082 4.057  0.237
H -0.103 4.422 3.717  0.150
H -2.238 4.399 1.890  0.283
C -1.490 -7.970 3.205  -0.420
O -0.700 -6.950 3.793  -0.515
H -1.559 -7.764 2.137  0.152
H -1.058 -8.960 3.347  0.253
H -2.469 -7.931 3.683  0.228
H -0.424 -7.209 4.676  0.301
C 4.917 5.283 -0.163  -0.423
O 5.080 5.836 -1.450  -0.501
H 3.850 5.332 0.053  0.209
H 5.258 4.252 -0.250  0.163
H 5.361 5.882 0.633  0.262
H 4.939 6.784 -1.503  0.292
C 5.414 7.091 -6.706  -0.591
O 4.789 6.002 -6.055  -0.486
H 5.282 7.037 -7.786  0.222
H 4.934 8.034 -6.445  0.256
H 6.479 7.152 -6.484  0.313
H 5.061 5.985 -5.134  0.288
C -5.771 -5.381 0.627  -0.528
O -5.003 -4.269 0.881  -0.479
H -6.710 -5.216 1.157  0.279
H -5.944 -5.354 -0.449  0.203
H -5.346 -6.344 0.910  0.222
H -5.376 -3.537 0.383  0.296

Computed properties:
Frontier orbital gap = 7.26 eV
Charge = +1
Electronic energy = -3424.243864 Eh
Strongest force on any atom = 4.51 eV/A

No. 2
This record from the Open Molecules 2025 dataset describes a cluster of 10 separate species, C42H111N7O17 in total at a distorted geometry. The level of theory is the ωB97M-V functional and the def2-TZVPD basis.

Each line ends with the Mulliken charge.
CARTESIAN COORDINATES (ANGSTROEM)
C 8.984 -5.225 0.688  -0.888
O 7.636 -4.893 0.644  -0.193
C 6.808 -5.799 0.047  -0.795
C 5.483 -5.226 -0.309  -0.303
N 4.715 -4.875 0.922  -0.466
C 3.582 -3.973 0.668  0.590
C 3.069 -3.356 2.048  -0.512
O 4.066 -2.402 2.528  -0.254
C 3.493 -1.564 3.509  -0.486
H 9.390 -5.116 -0.317  0.341
H 9.262 -6.208 1.068  0.312
H 9.641 -4.563 1.251  0.269
H 6.568 -6.578 0.770  0.320
H 7.242 -6.145 -0.891  0.475
H 5.016 -5.954 -0.973  0.263
H 5.721 -4.325 -0.875  0.189
H 5.370 -4.379 1.508  0.380
H 2.981 -4.357 -0.157  0.489
H 3.965 -3.085 0.165  -0.803
H 2.942 -4.175 2.756  0.583
H 2.083 -2.907 1.927  0.119
H 3.179 -2.081 4.415  0.357
H 2.659 -0.970 3.134  -0.116
H 4.253 -0.799 3.665  0.295
C 0.158 0.497 1.543  -0.643
O 0.134 -0.522 0.582  0.810
C 1.258 -0.571 -0.321  -0.113
C 0.976 -1.622 -1.431  -0.985
N -0.122 -1.498 -2.264  -0.052
C 0.041 -0.232 -3.060  1.325
C -1.176 -0.081 -3.939  -1.467
O -2.243 0.098 -3.069  0.123
C -3.554 0.342 -3.644  -0.939
H -0.791 0.770 2.005  -0.277
H 0.536 1.408 1.081  0.458
H 0.897 0.154 2.267  -0.281
H 2.112 -0.859 0.292  -0.329
H 1.498 0.425 -0.694  0.369
H 0.849 -2.607 -0.983  0.094
H 1.899 -1.678 -2.008  0.536
H -0.904 -1.055 -1.803  0.037
H 0.941 -0.254 -3.675  -0.336
H 0.195 0.653 -2.443  0.300
H -1.251 -0.903 -4.651  0.416
H -1.134 0.751 -4.642  0.248
H -3.349 1.120 -4.380  0.190
H -4.339 0.778 -3.026  0.220
H -3.965 -0.541 -4.133  0.274
C 4.626 1.529 -5.790  -3.424
O 3.372 1.181 -5.052  1.480
C 3.341 1.545 -3.700  -1.077
C 4.249 0.623 -2.842  -0.669
N 4.148 0.871 -1.422  0.200
C 5.021 -0.112 -0.746  -0.942
C 5.048 0.221 0.758  -0.390
O 6.000 1.269 0.758  -0.192
C 6.171 1.839 1.979  -1.055
H 5.623 1.197 -5.498  0.742
H 4.893 2.583 -5.865  0.585
H 4.501 1.227 -6.829  0.265
H 2.307 1.529 -3.356  -0.142
H 3.461 2.627 -3.639  0.478
H 5.256 0.725 -3.245  0.204
H 4.013 -0.416 -3.074  0.367
H 4.529 1.790 -1.248  0.229
H 6.084 -0.109 -0.986  0.377
H 4.575 -1.088 -0.940  0.379
H 5.453 -0.563 1.398  0.397
H 4.055 0.526 1.090  0.226
H 5.296 2.130 2.561  0.305
H 6.754 2.757 1.911  0.334
H 6.947 1.310 2.532  0.319
C 0.776 9.748 -8.803  -0.808
O 0.438 8.469 -8.457  -0.141
C -0.285 8.227 -7.274  -0.454
C -0.453 6.740 -7.281  -0.670
N -1.034 6.370 -5.971  -0.228
C -1.424 4.922 -6.110  -0.929
C -2.122 4.399 -4.866  -0.394
O -1.101 4.278 -3.811  -0.216
C -1.653 4.303 -2.559  -0.893
H -0.016 10.492 -8.885  0.289
H 1.185 9.792 -9.812  0.249
H 1.400 10.120 -7.990  0.312
H -1.199 8.821 -7.248  0.298
H 0.400 8.524 -6.480  0.299
H 0.487 6.245 -7.524  0.264
H -1.102 6.483 -8.119  0.253
H -0.319 6.277 -5.265  0.245
H -0.615 4.219 -6.312  0.203
H -2.111 4.757 -6.939  0.572
H -2.834 3.592 -5.044  0.253
H -2.819 5.170 -4.538  0.391
H -2.030 5.318 -2.430  0.427
H -0.883 4.364 -1.790  0.374
H -2.324 3.448 -2.471  0.244
C -2.166 -6.958 8.065  -0.774
O -1.864 -6.324 6.767  -0.303
C -3.125 -6.028 6.080  -0.715
C -2.763 -5.095 4.881  -0.649
N -1.959 -5.665 3.874  -0.218
C -1.043 -4.771 3.204  -1.084
C -1.834 -3.615 2.482  0.868
O -2.333 -4.166 1.261  -0.513
C -1.557 -3.905 0.035  -0.411
H -2.780 -7.832 7.850  0.302
H -2.700 -6.268 8.718  0.297
H -1.392 -7.433 8.668  0.279
H -3.883 -5.451 6.609  0.392
H -3.665 -6.904 5.718  0.386
H -2.451 -4.132 5.287  0.187
H -3.665 -4.792 4.349  0.544
H -2.494 -6.211 3.214  0.326
H -0.560 -5.204 2.328  0.431
H -0.260 -4.344 3.831  0.315
H -1.226 -2.738 2.263  -0.364
H -2.684 -3.314 3.095  0.043
H -1.035 -2.959 0.182  -0.068
H -2.061 -4.004 -0.926  0.326
H -0.864 -4.744 0.087  0.355
C -1.653 -0.690 8.455  -0.934
O -2.008 -0.078 7.253  -0.212
C -2.270 -0.952 6.238  -1.157
C -2.621 -0.447 4.860  0.761
N -3.941 0.170 4.757  -0.380
C -4.086 1.468 5.368  -0.869
C -3.101 2.567 4.857  0.077
O -3.320 3.838 5.447  -0.462
C -2.975 3.983 6.819  -0.705
H -0.725 -1.260 8.408  0.358
H -2.339 -1.365 8.966  0.348
H -1.406 -0.032 9.289  0.305
H -3.141 -1.575 6.440  0.309
H -1.395 -1.579 6.068  0.542
H -2.390 -1.337 4.276  -0.267
H -1.823 0.250 4.604  0.052
H -4.167 0.157 3.772  0.272
H -3.939 1.247 6.425  0.387
H -5.051 1.974 5.322  0.367
H -3.374 2.672 3.807  -0.158
H -2.040 2.390 5.033  0.510
H -2.158 3.295 7.033  0.273
H -3.871 3.634 7.333  0.285
H -2.969 5.031 7.117  0.280
C -5.398 5.320 -1.332  -0.971
O -4.211 4.602 -1.118  -0.018
C -3.848 4.593 0.311  -1.281
C -3.117 3.269 0.638  0.209
N -4.089 2.174 0.909  -0.368
C -3.654 0.921 0.246  0.058
C -4.557 -0.308 0.356  -0.551
O -5.584 -0.124 -0.615  -0.351
C -6.192 -1.305 -1.255  -0.897
H -5.423 5.497 -2.407  0.188
H -5.445 6.236 -0.743  0.353
H -6.157 4.596 -1.036  0.328
H -4.699 4.769 0.969  0.532
H -3.230 5.442 0.603  0.493
H -2.494 3.456 1.512  0.311
H -2.357 3.091 -0.123  -0.168
H -4.868 2.484 0.346  0.383
H -2.633 0.754 0.588  0.010
H -3.513 1.127 -0.815  0.275
H -4.999 -0.351 1.352  0.333
H -4.134 -1.308 0.262  0.163
H -6.934 -1.555 -0.497  0.361
H -5.411 -2.017 -1.521  0.330
H -6.744 -1.106 -2.174  0.250
O 1.614 -5.504 -2.322  -0.605
H 2.357 -5.994 -2.675  0.267
H 1.726 -4.617 -2.666  0.298
O 1.969 -0.946 -5.742  -0.058
H 2.128 -1.313 -6.611  0.097
H 2.452 -0.120 -5.738  0.106
O 0.587 -3.107 -4.423  -0.767
H 0.205 -2.611 -3.699  0.368
H 0.922 -2.438 -5.021  0.308

Computed properties:
Frontier orbital gap (spin up / spin down) = 1.19 / 8.54 eV
Charge = -1
Electronic energy = -3328.604885 Eh
Strongest force on any atom = 4.40 eV/A
2S+1 = 2